Entry 1:
Below is a cluster of 5 separate species, C26H53ClNO9P in total at a distorted geometry, with properties calculated with the ωB97M-V functional and the def2-TZVPD basis.

Element x y z (Å)
C1 0.10 -1.24 5.12
C2 1.46 -2.04 4.88
C3 1.33 -3.22 3.83
C4 2.64 -4.08 3.64
O1 2.56 -5.14 2.67
N1 2.25 -4.77 1.41
C5 3.00 -3.66 0.81
C6 3.26 -3.85 -0.76
C7 3.22 -2.51 -1.60
C8 2.00 -1.55 -1.28
O2 2.52 -0.49 -0.42
C9 1.54 -0.12 0.58
C10 0.89 -4.89 1.03
O3 0.35 -4.46 0.00
O4 0.04 -5.57 1.97
P1 -1.55 -4.89 1.68
O5 -1.78 -3.51 2.67
Cl1 -2.89 -6.43 2.28
H1 -0.58 -1.20 4.23
H2 0.38 -0.15 5.36
H3 -0.46 -1.60 6.05
H4 2.31 -1.36 4.53
H5 1.75 -2.50 5.89
H6 0.52 -3.92 4.24
H7 0.94 -2.86 2.83
H8 2.83 -4.59 4.65
H9 3.54 -3.39 3.52
H10 2.52 -2.67 1.08
H11 4.04 -3.63 1.28
H12 4.30 -4.30 -0.91
H13 2.54 -4.60 -1.20
H14 3.11 -2.82 -2.70
H15 4.22 -1.97 -1.55
H16 1.53 -1.07 -2.20
H17 1.15 -2.07 -0.72
H18 1.10 -0.99 1.16
H19 2.04 0.55 1.35
H20 0.72 0.45 0.05
H21 -1.83 -3.86 3.59
C11 1.47 5.34 1.14
C12 0.38 4.98 0.14
C13 0.73 3.55 -0.20
O6 1.35 2.98 0.97
C14 1.65 4.03 1.89
H22 1.21 6.17 1.79
H23 2.39 5.59 0.61
H24 -0.60 5.02 0.63
H25 0.36 5.63 -0.73
H26 1.46 3.50 -1.02
H27 -0.15 2.96 -0.47
H28 0.94 3.95 2.73
H29 2.66 3.90 2.28
C15 0.92 9.95 -0.08
C16 -0.40 9.89 0.66
C17 -1.16 8.86 -0.16
O7 -0.19 7.95 -0.69
C18 1.12 8.51 -0.50
H30 1.75 10.33 0.53
H31 0.83 10.59 -0.96
H32 -0.24 9.52 1.67
H33 -0.91 10.84 0.72
H34 -1.68 9.32 -1.00
H35 -1.89 8.30 0.44
H36 1.62 7.93 0.29
H37 1.70 8.41 -1.42
C19 0.04 1.90 -5.08
C20 0.39 3.37 -5.15
C21 -0.62 3.98 -4.19
O8 -0.89 2.98 -3.19
C22 -0.34 1.73 -3.62
H38 0.86 1.24 -5.39
H39 -0.82 1.69 -5.72
H40 1.41 3.53 -4.77
H41 0.33 3.79 -6.15
H42 -1.56 4.21 -4.70
H43 -0.25 4.89 -3.71
H44 0.55 1.52 -3.01
H45 -1.07 0.94 -3.47
C23 -4.48 -7.50 -1.44
C24 -5.59 -7.90 -0.49
C25 -6.79 -7.95 -1.42
O9 -6.30 -8.32 -2.71
C26 -4.87 -8.23 -2.71
H46 -3.48 -7.76 -1.09
H47 -4.52 -6.41 -1.61
H48 -5.38 -8.90 -0.09
H49 -5.72 -7.22 0.34
H50 -7.27 -6.97 -1.50
H51 -7.54 -8.68 -1.09
H52 -4.47 -9.24 -2.72
H53 -4.53 -7.71 -3.61

Net charge   0
Relative energy (zero: lowest compared OMol25 entry of this formula, charge and spin)   272.8 kJ/mol
Frontier orbital gap   9.670 eV
Lowest unoccupied orbital energy   0.0190 Ha

***

Entry 2:
Below is a cluster of 2 separate species, C5H10N in total at a distorted geometry, with properties calculated with the ωB97M-V functional and the def2-TZVPD basis.

Element x y z (Å)
C1 0.65 -0.32 -0.59
C2 -0.14 -1.16 0.45
C3 -0.65 0.15 0.10
C4 2.01 0.19 0.00
C5 -1.07 1.51 0.39
N1 -1.36 -1.02 -0.42
H1 0.74 -0.62 -1.67
H2 -0.03 -2.94 1.41
H3 1.98 0.06 1.11
H4 2.14 1.31 -0.25
H5 2.79 -0.29 -0.55
H6 -2.10 1.70 0.92
H7 -0.96 2.15 -0.50
H8 -0.26 1.81 1.06
H9 -1.42 -1.16 -1.47
H10 -2.31 -1.36 0.01

Net charge   +1
Relative energy (zero: lowest compared OMol25 entry of this formula, charge and spin)   663.2 kJ/mol
Frontier orbital gap (spin up / spin down)   9.140 / 8.632 eV
Lowest unoccupied orbital energy (spin up / spin down)   -0.2038 / -0.2277 Ha

***

Entry 3:
Below is a structure of composition C41H47MnN8O5Te, with properties calculated with the ωB97M-V functional and the def2-TZVPD basis.

Element x y z (Å)
Mn1 -0.16 -0.02 0.15
C1 3.47 -2.45 1.35
O1 3.90 -1.61 2.43
C2 5.13 -1.04 2.33
C3 6.09 -1.39 3.27
C4 7.35 -0.81 3.26
C5 7.66 0.13 2.29
C6 6.70 0.51 1.37
C7 5.42 -0.05 1.38
N1 4.50 0.36 0.40
C8 3.13 0.49 0.59
N2 2.81 0.98 1.82
C9 1.73 0.59 2.68
C10 0.47 0.25 2.23
C11 -0.44 -0.10 3.24
C12 -0.13 -0.09 4.59
C13 1.15 0.27 5.01
C14 2.08 0.61 4.05
O2 3.38 0.98 4.34
C15 3.91 0.52 5.56
N3 2.27 0.25 -0.35
C16 2.76 -0.20 -1.59
C17 2.45 -1.49 -2.04
C18 2.94 -1.97 -3.25
C19 3.75 -1.17 -4.04
C20 4.04 0.12 -3.63
C21 3.55 0.61 -2.43
O3 3.93 1.88 -2.07
C22 2.88 2.79 -1.72
H1 3.77 -3.48 1.55
H2 3.90 -2.13 0.40
H3 2.38 -2.37 1.29
H4 5.82 -2.14 4.00
H5 8.09 -1.11 3.99
H6 8.64 0.59 2.26
H7 6.91 1.28 0.63
H8 4.83 0.44 -0.54
H9 3.64 1.19 2.36
H10 -1.45 -0.40 2.95
H11 -0.88 -0.37 5.33
H12 1.40 0.28 6.06
H13 3.50 1.07 6.42
H14 4.99 0.69 5.52
H15 3.72 -0.55 5.70
H16 1.82 -2.10 -1.42
H17 2.69 -2.97 -3.56
H18 4.14 -1.54 -4.98
H19 4.65 0.79 -4.23
H20 3.13 3.75 -2.17
H21 2.82 2.90 -0.63
H22 1.92 2.44 -2.09
C23 -0.91 4.58 3.59
C24 -0.99 5.66 2.51
C25 -2.36 5.68 1.85
C26 0.13 5.54 1.48
N4 0.01 4.37 0.62
C27 0.22 3.08 0.88
N5 -0.02 2.40 -0.21
N6 -0.40 3.29 -1.14
N7 -0.39 4.48 -0.66
H23 -1.63 4.79 4.38
H24 0.09 4.54 4.04
H25 -1.16 3.60 3.18
H26 -0.82 6.64 2.99
H27 -2.59 4.70 1.43
H28 -2.42 6.43 1.05
H29 -3.14 5.90 2.59
H30 1.10 5.49 1.97
H31 0.12 6.40 0.80
H32 0.52 2.67 1.83
C28 0.41 0.85 -4.26
Te1 -1.07 0.24 -2.84
C29 -1.00 -1.80 -3.45
H33 1.33 0.29 -4.12
H34 0.60 1.91 -4.10
H35 0.04 0.72 -5.28
H36 -1.41 -1.91 -4.45
H37 -1.60 -2.33 -2.72
H38 0.03 -2.14 -3.41
C30 -0.13 -2.19 -0.08
C31 -0.04 -3.39 -0.25
C32 0.09 -4.81 -0.43
C33 -0.13 -5.39 -1.69
C34 0.02 -6.76 -1.87
C35 0.38 -7.58 -0.81
C36 0.60 -7.01 0.44
C37 0.45 -5.65 0.63
H39 -0.42 -4.75 -2.51
H40 -0.15 -7.19 -2.85
H41 0.50 -8.64 -0.96
H42 0.88 -7.64 1.28
H43 0.62 -5.20 1.60
O4 -2.37 2.28 1.78
C38 -2.94 1.39 1.16
C39 -4.46 1.22 1.21
C40 -4.71 0.02 0.30
C41 -3.33 -0.29 -0.26
O5 -3.13 -1.11 -1.14
N8 -2.36 0.47 0.35
H44 -4.93 2.14 0.85
H45 -4.77 1.07 2.24
H46 -5.40 0.21 -0.52
H47 -5.07 -0.86 0.83

Net charge   -1
Spin multiplicity   6
Relative energy (zero: lowest compared OMol25 entry of this formula, charge and spin)   0.0 kJ/mol
Frontier orbital gap (spin up / spin down)   6.251 / 7.273 eV
Lowest unoccupied orbital energy (spin up / spin down)   0.0886 / 0.0886 Ha

***

Entry 4:
Below is a cluster of 4 separate species, C3H4Cl3O5S in total at a distorted geometry, with properties calculated with the ωB97M-V functional and the def2-TZVPD basis.

Element x y z (Å)
C1 -0.52 -1.26 1.50
C2 -0.13 1.70 1.94
C3 -1.61 -1.56 0.82
O1 1.46 -0.67 -1.31
O2 1.17 1.27 -2.90
O3 0.07 -0.90 -3.34
O4 -1.10 1.78 1.32
O5 0.65 1.59 2.78
S1 0.30 0.03 -2.26
Cl1 1.48 1.96 0.05
Cl2 -1.66 -1.66 -0.91
Cl3 -3.11 -1.88 1.59
H1 0.41 -1.07 0.99
H2 -0.53 -1.20 2.57
H3 1.40 1.83 -2.14
H4 1.72 0.06 -0.70

Net charge   -1
Frontier orbital gap   8.769 eV
Lowest unoccupied orbital energy   0.1045 Ha

***

Entry 5:
Below is a cluster of 6 separate species, H12O6 in total at a distorted geometry, with properties calculated with the ωB97M-V functional and the def2-TZVPD basis.

Element x y z (Å)
O1 0.42 1.29 -0.22
H1 0.36 2.26 -0.01
H2 1.34 1.23 -0.47
O2 -1.06 -2.05 -3.88
H3 -1.41 -1.43 -4.46
H4 -1.08 -1.67 -2.96
O3 -2.06 1.56 2.53
H5 -2.67 2.24 2.72
H6 -1.35 1.76 3.13
O4 -0.91 -1.28 2.39
H7 -0.47 -0.41 2.68
H8 -0.17 -1.86 2.48
O5 -1.16 -0.94 -0.91
H9 -0.70 -1.67 -1.40
H10 -2.03 -1.35 -0.77
O6 4.75 1.23 -0.07
H11 4.29 1.91 0.33
H12 4.01 0.56 0.04

Net charge   0
Relative energy (zero: lowest compared OMol25 entry of this formula, charge and spin)   261.9 kJ/mol
Frontier orbital gap   11.122 eV
Lowest unoccupied orbital energy   0.0053 Ha

***

Entry 6:
Below is the molecule C18H16O8, with properties calculated with the ωB97M-V functional and the def2-TZVPD basis.

Element x y z (Å)
O1 4.14 -0.39 -0.36
C1 3.00 0.01 -0.31
C2 2.33 0.62 0.84
C3 1.00 0.48 0.97
C4 0.13 0.96 2.01
C5 0.51 1.82 3.04
C6 -0.41 2.26 3.97
C7 -1.74 1.85 3.91
O2 -2.63 2.29 4.82
C8 -2.13 0.98 2.88
O3 -3.45 0.61 2.84
C9 -1.21 0.54 1.96
O4 2.15 -0.04 -1.37
C10 2.44 -0.96 -2.40
C11 1.32 -0.84 -3.45
C12 -0.01 -0.70 -2.75
C13 -0.72 -1.80 -2.30
C14 -1.88 -1.64 -1.56
C15 -2.35 -0.37 -1.26
O5 -3.46 -0.20 -0.49
C16 -1.64 0.74 -1.72
O6 -2.15 1.97 -1.40
C17 -0.49 0.58 -2.46
C18 2.48 -2.37 -1.81
O7 2.08 -2.66 -0.73
O8 3.00 -3.24 -2.68
H1 2.96 1.08 1.58
H2 0.50 -0.07 0.18
H3 1.53 2.16 3.10
H4 -0.12 2.92 4.77
H5 -3.49 1.89 4.61
H6 -3.60 0.02 2.08
H7 -1.51 -0.15 1.19
H8 3.43 -0.76 -2.85
H9 1.51 0.04 -4.07
H10 1.34 -1.73 -4.09
H11 -0.36 -2.80 -2.52
H12 -2.42 -2.50 -1.20
H13 -3.65 0.75 -0.47
H14 -1.57 2.66 -1.72
H15 0.06 1.45 -2.80
H16 3.03 -4.13 -2.28

Net charge   0
Relative energy (zero: lowest compared OMol25 entry of this formula, charge and spin)   0.0 kJ/mol
Frontier orbital gap   8.382 eV
Lowest unoccupied orbital energy   0.0111 Ha

***

net charge of number 5 (H12O6)?
0

***

Which value of net charge does entry 6 give?
0